ORCA calculation (the ωB97M-V functional and the def2-TZVPD basis) on a cluster of 8 separate species, C23H49Br18N4 in total.

The geometry in XYZ format:
```
94
Properties=species:S:1:pos:R:3:mulliken_charge:R:1
N 3.287 0.785 1.025 -0.426
C 2.105 -0.063 1.368 0.087
C 0.708 0.506 0.848 0.376
C 0.787 1.351 -0.495 -1.274
N 1.382 2.746 -0.347 -0.175
C 1.247 3.189 1.031 0.300
N 2.327 3.856 1.559 -0.398
N -0.023 2.835 1.772 -0.293
C -0.125 1.346 1.921 -0.202
H 3.810 0.375 0.232 0.118
H 3.933 0.772 1.835 0.247
H 2.303 -1.106 0.948 -0.027
H 2.057 -0.150 2.501 -0.366
H 0.057 -0.413 0.609 0.606
H -0.291 1.490 -0.838 0.109
H 1.278 0.729 -1.319 0.755
H 2.368 2.716 -0.648 0.341
H 2.483 3.891 2.573 0.281
H 3.017 4.258 0.907 0.218
H -0.861 3.223 1.303 0.443
H 0.121 0.975 2.969 -0.607
H -1.228 1.082 1.723 0.405
Br 0.470 2.716 -2.391 0.130
C -0.841 3.716 -3.445 -0.774
C -1.848 2.789 -4.081 -0.450
Br -1.086 1.882 -5.629 -0.095
H -0.284 4.309 -4.170 0.474
H -1.327 4.385 -2.733 0.422
H -2.699 3.351 -4.469 0.373
H -2.209 2.016 -3.407 0.144
Br 1.496 -2.029 4.597 -0.147
C 1.741 -0.513 5.798 -0.584
C 0.459 -0.169 6.512 -0.439
Br -0.772 0.789 5.342 -0.039
H 2.135 0.308 5.199 0.317
H 2.503 -0.834 6.510 0.472
H 0.651 0.514 7.340 0.396
H -0.074 -1.042 6.885 0.090
Br 5.461 -5.531 -1.087 -0.122
C 3.944 -4.508 -0.419 -0.211
C 3.702 -3.279 -1.257 -0.532
Br 4.999 -1.880 -0.847 -0.165
H 4.148 -4.284 0.628 0.416
H 3.093 -5.188 -0.481 0.039
H 2.729 -2.841 -1.027 0.260
H 3.765 -3.467 -2.328 0.336
Br -2.040 -2.060 8.601 -0.102
C -3.570 -1.008 9.193 -0.566
C -3.773 0.208 8.323 -0.571
Br -2.484 1.608 8.746 -0.137
H -3.401 -0.764 10.241 0.376
H -4.424 -1.682 9.115 0.347
H -4.749 0.656 8.511 0.357
H -3.674 -0.002 7.258 0.336
Br 2.186 5.574 5.881 -0.159
C 0.873 6.589 4.858 -0.630
C -0.154 5.677 4.234 -0.733
Br 0.574 4.765 2.663 0.024
H 1.425 7.179 4.128 0.349
H 0.405 7.259 5.581 0.389
H -1.005 6.253 3.864 0.382
H -0.514 4.904 4.912 0.386
Br -2.843 2.330 -0.763 0.015
C -4.746 2.139 -0.379 -0.579
C -5.341 0.981 -1.140 -0.664
Br -5.625 1.438 -3.012 -0.123
H -5.215 3.095 -0.611 0.402
H -4.804 1.964 0.696 0.323
H -6.331 0.736 -0.753 0.390
H -4.718 0.088 -1.121 0.376
Br 0.021 -0.394 -8.829 -0.143
C -1.810 -0.659 -9.442 -0.564
C -2.799 -0.432 -8.326 -0.385
Br -2.847 -1.949 -7.103 -0.116
H -1.861 -1.661 -9.866 0.383
H -1.953 0.075 -10.236 0.344
H -3.813 -0.353 -8.721 0.339
H -2.578 0.451 -7.727 0.117
Br 2.592 -8.079 -2.417 -0.109
C 0.814 -7.745 -1.695 -0.665
C 0.034 -6.802 -2.576 -0.545
Br 0.625 -4.960 -2.337 -0.135
H 0.948 -7.374 -0.680 0.347
H 0.333 -8.724 -1.660 0.385
H -1.021 -6.801 -2.299 0.357
H 0.126 -7.029 -3.638 0.367
Br 3.273 -1.315 -4.188 -0.126
C 2.377 -2.007 -5.775 -0.423
C 1.471 -3.162 -5.433 -0.507
Br 2.484 -4.797 -5.129 -0.131
H 3.156 -2.265 -6.491 0.389
H 1.796 -1.168 -6.164 0.165
H 0.807 -3.390 -6.268 0.342
H 0.873 -2.990 -4.538 0.296
```

Computed properties:
energy: -1291358.847 eV
LUMO level: -3.42 eV
net charge: +1


ORCA calculation (the ωB97M-V functional and the def2-TZVPD basis) on a structure of composition C38H62N11O4S3Sn.

The geometry in XYZ format:
```
119
Properties=species:S:1:pos:R:3:mulliken_charge:R:1
Sn 0.823 0.157 1.135 1.000
N 2.187 3.559 3.515 -0.254
C 1.796 2.298 3.312 0.423
S 0.073 1.980 2.827 -0.458
N 2.665 1.326 3.502 -1.430
N 2.171 0.132 3.042 0.873
C 2.391 -1.021 3.629 -0.951
C 1.736 -2.215 3.127 0.968
C 1.961 -3.461 3.739 -0.770
C 1.173 -4.572 3.331 -0.699
C 0.334 -4.414 2.219 -0.527
C 0.195 -3.161 1.661 -0.172
N 0.923 -2.092 2.060 0.307
H 1.679 4.389 3.197 0.149
H 3.132 3.695 3.858 0.249
H 2.973 -1.080 4.516 0.478
H 2.779 -3.579 4.453 0.426
H 1.153 -5.472 3.921 0.484
H -0.116 -5.256 1.670 0.461
H -0.484 -2.930 0.807 0.378
C -0.570 2.386 -3.327 -0.819
O 0.614 1.698 -2.884 -0.106
C 1.167 0.957 -3.992 -0.497
C 2.554 0.532 -3.626 -0.668
O 2.499 -0.424 -2.562 -0.069
C 3.162 -1.684 -2.895 -0.187
C 2.229 -2.639 -3.606 -0.567
O 0.991 -2.652 -2.853 -0.065
C 0.187 -3.878 -2.903 -0.714
H -0.344 3.343 -3.789 0.272
H -1.229 2.524 -2.469 0.164
H -1.068 1.768 -4.082 0.418
H 1.215 1.602 -4.883 0.414
H 0.529 0.089 -4.247 0.240
H 3.220 1.364 -3.281 0.177
H 3.034 0.042 -4.506 0.497
H 3.511 -2.161 -1.972 -0.268
H 4.111 -1.501 -3.472 0.392
H 2.696 -3.617 -3.723 0.441
H 2.031 -2.269 -4.611 0.287
H 0.656 -4.723 -2.392 0.228
H -0.075 -4.164 -3.941 0.321
H -0.743 -3.578 -2.403 0.113
C 7.084 -5.763 1.243 -0.990
N 6.111 -4.848 0.730 -0.123
C 5.099 -5.173 -0.132 0.104
S 3.771 -4.142 -0.226 -0.266
N 5.175 -6.342 -0.819 -0.130
C 4.137 -6.805 -1.727 -0.473
H 7.712 -5.200 1.970 0.348
H 7.749 -6.127 0.416 0.287
H 6.666 -6.666 1.726 0.319
H 5.894 -4.032 1.318 0.249
H 5.927 -7.008 -0.625 0.227
H 3.577 -5.954 -2.057 -0.059
H 3.422 -7.484 -1.256 0.264
H 4.586 -7.317 -2.610 0.314
C -5.780 1.770 -0.882 -1.281
C -5.510 2.602 0.373 -0.067
C -5.474 1.702 1.641 -0.660
C -4.052 1.346 2.113 -0.632
N -3.965 -0.078 2.367 -0.205
C -3.456 -1.066 1.609 0.431
S -2.478 -0.725 0.286 -0.569
N -3.871 -2.334 1.880 -0.172
C -3.540 -3.507 1.073 -0.124
C -4.763 -4.366 0.766 -0.754
C -5.464 -4.070 -0.582 -0.512
C -5.609 -2.617 -1.017 -0.861
H -5.792 2.439 -1.747 0.420
H -6.761 1.325 -0.807 0.389
H -4.988 0.973 -1.107 0.128
H -6.387 3.302 0.526 0.310
H -4.628 3.272 0.223 0.069
H -6.078 0.804 1.496 0.403
H -5.936 2.232 2.504 0.364
H -3.724 1.863 3.041 0.342
H -3.330 1.591 1.310 0.224
H -4.396 -0.359 3.239 0.236
H -4.519 -2.508 2.656 0.270
H -2.811 -4.047 1.716 0.113
H -3.049 -3.103 0.160 0.169
H -5.483 -4.180 1.584 0.284
H -4.491 -5.402 0.687 0.285
H -6.394 -4.646 -0.590 0.392
H -4.804 -4.606 -1.344 0.252
H -6.094 -1.993 -0.227 0.146
H -6.224 -2.562 -1.929 0.460
H -4.634 -2.174 -1.248 0.153
C -4.538 6.674 0.078 -1.340
C -3.088 6.339 -0.008 0.580
C -2.412 6.154 -1.221 -0.731
C -1.043 6.105 -1.306 -0.625
C -0.242 6.092 -0.166 0.797
N 1.144 5.996 -0.286 -0.016
C 1.996 5.939 0.781 0.144
O 1.784 6.191 1.957 -0.691
N 3.281 5.525 0.293 -0.251
C 3.520 4.174 -0.038 0.307
C 4.855 3.676 -0.005 -0.589
C 5.043 2.304 -0.088 -0.790
C 3.941 1.462 0.015 -0.640
N 2.680 1.902 0.027 0.400
C 2.486 3.209 -0.085 -0.510
C -0.895 6.097 1.062 -0.296
C -2.259 6.300 1.106 -0.803
H -4.986 6.427 -0.913 0.350
H -4.682 7.783 0.272 0.335
H -5.110 6.102 0.849 0.292
H -2.979 6.079 -2.129 0.335
H -0.603 6.021 -2.283 0.378
H 1.494 5.817 -1.238 0.290
H 4.020 5.836 0.919 0.386
H 5.706 4.356 0.024 0.442
H 6.056 1.862 -0.148 0.413
H 4.041 0.392 -0.045 0.382
H 1.463 3.497 -0.312 0.661
H -0.308 5.943 1.969 0.439
H -2.707 6.436 2.093 0.336
```

Computed properties:
energy relative to the best compared isomer or geometry (same formula, charge and spin): 116.34 kJ/mol
energy: -103324.387 eV
LUMO level: -2.98 eV
net charge: +1


ORCA calculation (the ωB97M-V functional and the def2-TZVPD basis) on the ion C5H13N2 with charge +1.

The geometry in XYZ format:
```
20
Properties=species:S:1:pos:R:3:nbo_charge:R:1
C 1.306 -1.970 0.998 -0.649
C 0.622 -0.650 0.644 -0.041
N 1.590 0.362 0.114 -0.692
C -0.357 -0.828 -0.524 -0.449
C -0.934 0.436 -0.992 -0.431
C -1.420 1.365 -0.142 0.083
N -2.276 2.377 -0.417 -0.767
H 1.776 -2.392 0.051 0.222
H 2.162 -1.902 1.776 0.248
H 0.451 -2.700 1.128 0.267
H 0.240 -0.145 1.547 0.224
H 1.185 1.179 -0.485 0.471
H 2.367 0.642 0.732 0.439
H 2.051 -0.060 -0.603 0.412
H 0.078 -1.396 -1.364 0.233
H -1.106 -1.504 -0.085 0.237
H -1.391 0.516 -2.001 0.225
H -1.008 1.477 0.853 0.168
H -2.762 2.041 -1.244 0.387
H -2.573 3.152 0.014 0.412
```

Computed properties:
energy relative to the best compared isomer or geometry (same formula, charge and spin): 261.24 kJ/mol
structure (SMILES): C[C@@H]([NH3+])C/C=C/N
energy: -8368.103 eV
LUMO level: -3.22 eV
net charge: +1


ORCA calculation (the ωB97M-V functional and the def2-TZVPD basis) on a cluster of 2 separate species, C7H8N3O2 in total.

The geometry in XYZ format:
```
20
Properties=species:S:1:pos:R:3:nbo_charge:R:1
C -2.638 -1.003 0.249 -0.248
C -2.528 -0.512 -1.032 -0.218
C -1.721 -0.421 1.197 -0.210
C -1.527 0.411 -1.369 -0.201
C 0.550 1.835 -0.866 0.763
C -0.654 0.495 0.890 -0.195
C -0.606 0.915 -0.457 -0.109
N 3.286 -0.727 1.519 -0.669
N 2.843 -0.462 0.281 0.005
N 2.838 -1.289 -0.628 -0.476
O 1.498 1.829 -0.099 -0.775
O 0.341 2.547 -1.903 -0.744
H -3.416 -1.610 0.577 0.194
H -3.314 -0.834 -1.696 0.190
H -1.778 -0.878 2.195 0.184
H -1.698 0.698 -2.420 0.226
H -0.092 0.726 1.695 0.216
H 2.413 0.487 0.045 0.444
H 3.143 0.026 2.140 0.315
H 3.060 -2.233 -0.318 0.309
```

Computed properties:
energy relative to the best compared isomer or geometry (same formula, charge and spin): 70.41 kJ/mol
energy: -15953.147 eV
LUMO level: 3.59 eV
net charge: -1


| no. | orbital gap (eV) |
| --- | --- |
| 1 | 7.325 |
| 2 | 6.934 |
| 3 | 8.758 |
| 4 | 8.552 |